Molecular formula: C3H11NS2
Method: DFT, wB97M-V/def2-TZVPD

## Properties
**Charge**: 0
**Energy**: -971.97724 hartree
**SMILES**: CCN.CSS
**Frontier orbital gap**: 0.32936 hartree

Each line ends with the Mulliken charge.
CARTESIAN COORDINATES (ANGSTROEM)
C 1.35652 0.61477 1.30493  -0.518
C 1.51267 -0.88740 1.23359  -0.344
N 0.30177 -1.64719 1.63415  -0.501
H 0.52277 0.95595 0.65351  -0.197
H 2.33254 1.06946 1.02978  0.305
H 1.24712 0.87875 2.36467  0.275
H 2.38828 -1.21124 1.78072  0.394
H 1.78528 -1.16454 0.18928  0.213
H 0.41123 -2.57556 2.09809  0.179
H -0.48808 -1.46621 1.03046  0.160
C -1.42452 1.71634 -1.36585  -0.532
S -1.13873 0.71000 -2.85443  -0.051
S -2.65011 -0.75419 -2.84479  -0.227
H -0.49690 1.73198 -0.84215  -0.035
H -1.40366 2.74700 -1.68675  0.351
H -2.14446 1.26771 -0.70783  0.372
H -2.11172 -1.98562 -3.01741  0.156